The following is a quantum chemistry calculation of a structure of composition C6H9LiNdO2 at a distorted geometry, from OMol25.

expectation value of S²	6.022
charge	+2
E_tot	-952.72605	Ha
multiplicity	5

Each line ends with the Löwdin charge.
Atoms and positions in Å:
C 2.594 -0.814 -2.119  -0.100
H 2.539 -0.156 -1.251  0.087
H 3.494 -1.427 -2.060  0.111
C 0.733 2.854 1.201  0.096
C -0.039 2.438 2.273  -0.152
C -1.351 1.989 2.166  -0.247
O -1.691 0.775 1.681  -0.532
Li -2.866 -0.056 2.838  0.852
H 0.335 2.841 0.184  0.062
H 1.750 3.216 1.353  0.088
H 0.410 2.442 3.274  0.135
H -2.183 2.624 2.495  0.139
H 1.493 -2.465 -3.118  0.156
O 0.170 -1.337 -1.964  -0.431
C 1.342 -1.484 -2.646  -0.456
C 1.938 -0.321 -3.391  -0.083
H 2.437 -0.501 -4.345  0.116
H 1.390 0.621 -3.320  0.102
Nd -1.177 -0.314 -0.324  2.058